The following is a DFT calculation (ωB97M-V with the def2-TZVPD basis set) of a cluster of 11 separate species, C5H33NO11S in total at a distorted geometry.

Calculated values
DFT total energy ... -1490.72062 hartree
HOMO energy ... -8.594 eV
SMILES string ... CSCC[C@@H](N)CO.O.O.O.O.O.O.O.O.O.O
E_LUMO ... -0.009 Ha
Energy relative to the best compared isomer or geometry (same formula, charge and spin) ... 5.123 eV
Molecular weight ... 315.38 g mol⁻¹
Orbital gap ... 0.30696 Ha

XYZ file:
```
51
Properties=species:S:1:pos:R:3:nbo_charge:R:1
C 0.46113 2.52151 2.94288 -0.6885
S -0.89476 1.73315 1.83727 0.1202
C -0.10734 1.69053 0.19604 -0.5466
C 0.63352 0.45394 0.11712 -0.4761
C -0.15214 -0.67003 -0.66338 -0.0691
N -0.78863 -0.06306 -1.87264 -0.8717
C 0.90087 -1.71219 -1.20210 -0.0603
O 1.76496 -1.93136 -0.18922 -0.7567
H 0.21080 3.59596 2.68804 0.2244
H 1.38554 2.12784 2.64953 0.2120
H 0.39256 2.42040 3.98210 0.2234
H 0.67905 2.50532 0.20957 0.2157
H -0.65215 2.05165 -0.69235 0.2495
H 1.59662 0.68408 -0.27014 0.2199
H 0.95862 0.00239 1.17552 0.2417
H -0.86721 -1.20049 -0.03184 0.1890
H -0.14365 0.37762 -2.53886 0.3692
H -1.42090 -0.64442 -2.26776 0.3786
H 0.38908 -2.74175 -1.39592 0.1591
H 1.20612 -1.26156 -2.12899 0.1797
H 2.20528 -2.86701 -0.22983 0.4966
O -3.33004 -0.51577 0.98495 -0.9159
H -2.27034 -0.39576 0.76714 0.4879
H -3.13473 -0.86033 1.78186 0.4903
O -2.02615 -2.04108 2.94307 -0.9621
H -1.86846 -1.45715 3.68216 0.4641
H -1.13637 -2.32042 2.94849 0.4951
O -1.88628 3.53839 -2.52560 -0.9405
H -1.34998 2.86791 -2.21643 0.4627
H -2.84192 3.19658 -2.48352 0.4800
O 4.16002 -1.34684 1.81514 -0.9567
H 4.88576 -0.71765 1.79811 0.4785
H 3.42871 -1.12887 1.34897 0.4787
O 3.02063 2.36220 -0.18851 -0.9494
H 3.10295 3.25993 -0.48672 0.4845
H 3.89378 1.99842 -0.29983 0.4864
O 3.35188 0.26364 -3.56108 -0.9514
H 2.84217 0.49677 -4.44866 0.4806
H 3.16831 1.01012 -2.97432 0.4724
O -4.33478 -2.31700 -0.46970 -0.9963
H -4.62137 -2.66266 0.36397 0.4580
H -3.96449 -1.46603 0.02843 0.4981
O 1.61264 3.05401 -2.31717 -0.9751
H 1.30216 3.91336 -2.11093 0.4803
H 1.77560 2.52796 -1.55222 0.4829
O 0.65869 -2.36050 2.22276 -0.9700
H 1.31884 -2.87002 2.62863 0.4807
H 0.77499 -2.26888 1.32979 0.4866
O -2.57301 -3.89868 -1.65216 -1.0332
H -1.79503 -4.16685 -1.13276 0.4688
H -3.37847 -3.45390 -1.25232 0.5239
```

The following is a DFT calculation (ωB97M-V with the def2-TZVPD basis set) of a cluster of 4 separate species, C4H13O6 in total at a distorted geometry.

Calculated values
Charge ... -1
DFT total energy ... -611.58096 hartree
HOMO energy ... -5.050 eV
E_LUMO ... 0.106 Ha
Energy relative to the best compared isomer or geometry (same formula, charge and spin) ... 4.330 eV
Molecular weight ... 157.14 g mol⁻¹
Orbital gap ... 0.29204 Ha

XYZ file:
```
23
Properties=species:S:1:pos:R:3:nbo_charge:R:1
C -1.09167 -0.21215 1.73365 -0.0260
O -2.10584 -0.54126 0.85884 -0.8062
C 0.31344 -0.00623 1.02107 -0.4211
C 0.30703 1.35804 0.31270 -0.5298
C 1.03133 2.47690 1.03542 0.8081
O 0.08661 3.22932 1.50040 -0.7246
O 2.25303 2.70864 0.97704 -0.5928
H -1.52768 0.81173 2.05837 0.1417
H -0.97351 -0.87852 2.64495 0.1266
H 0.54684 -0.60901 0.13254 0.2549
H 0.94764 -0.25664 1.65668 0.1888
H 0.65401 1.01653 -0.65106 0.2504
H -0.63413 1.73255 0.00046 0.2242
H -0.14217 3.52789 2.29545 0.5049
H -0.21588 -0.28271 -3.07644 0.4785
H 1.09997 -0.85680 -2.64091 0.4879
O 0.84754 -0.17882 -3.23923 -0.9750
H 1.16714 -3.14985 -1.90507 0.4219
H 0.14418 -1.89107 -1.23294 0.4831
O 1.28090 -2.59675 -1.18487 -1.1821
H -1.75869 -1.16963 0.00170 0.5075
H -1.24325 -2.53017 -0.93596 0.4552
O -0.98685 -1.70199 -1.36279 -1.0760
```

The following is a DFT calculation (ωB97M-V with the def2-TZVPD basis set) of a cluster of 12 separate species, C51H137N13O15 in total at a distorted geometry.

Calculated values
DFT total energy ... -3865.51130 hartree
HOMO energy ... -8.696 eV
SMILES string ... COC[C@H](C)N.COC[C@H](C)N.COC[C@H](C)N.COC[C@H](C)N.COC[C@H](C)N.COC[C@H](C)N.COC[C@H](C)N.COC[C@H](C)N.COCCNCCOC.COCCNCCOC.COCCNCCOC.NC(N)=O
E_LUMO ... 0.015 Ha
Energy relative to the best compared isomer or geometry (same formula, charge and spin) ... 0.000 eV
Molecular weight ... 1172.73 g mol⁻¹
Orbital gap ... 0.33432 Ha

XYZ file:
```
216
Properties=species:S:1:pos:R:3:lowdin_charge:R:1
C 1.87005 -7.88781 2.24695 -0.1253
O 2.43395 -6.61953 2.45060 -0.1791
C 3.13857 -6.11665 1.34528 -0.2413
C 3.46721 -4.67809 1.57553 -0.4160
C 2.19553 -3.82542 1.63603 -0.0536
N 4.31684 -4.21709 0.47018 0.0518
H 2.65627 -8.63900 2.08495 0.0899
H 1.17348 -7.95340 1.40095 0.0839
H 1.34252 -8.15565 3.16118 0.0864
H 4.02447 -6.69303 1.03762 0.1304
H 2.49119 -6.19505 0.44884 0.1279
H 4.00553 -4.51458 2.51171 0.1444
H 2.46330 -2.77044 1.53769 0.0495
H 1.68065 -3.85266 2.59901 0.0610
H 1.48782 -4.02790 0.82707 0.0869
H 3.84290 -4.38835 -0.41246 0.0778
H 4.45293 -3.20881 0.49566 0.0199
C -2.65680 4.99023 -0.88349 -0.0809
O -3.56046 6.06698 -0.68782 -0.1788
C -3.63909 6.43330 0.67821 -0.2258
C -4.32682 7.79024 0.71557 -0.4110
C -3.42754 8.91485 0.19897 -0.0552
N -4.76603 8.16381 2.10938 0.0265
H -2.82342 4.59371 -1.88372 0.0699
H -2.78184 4.20627 -0.13406 0.0727
H -1.62480 5.36276 -0.85243 0.0794
H -4.27073 5.71591 1.20949 0.1015
H -2.63789 6.51487 1.11429 0.1323
H -5.27020 7.74466 0.17095 0.1320
H -2.95667 9.47354 1.00440 0.0699
H -4.05728 9.64195 -0.32819 0.0767
H -2.77918 8.55585 -0.59941 0.0763
H -4.94414 7.31086 2.63629 0.0473
H -3.91865 8.52704 2.54469 0.0527
C -1.55669 -5.69814 2.22933 -0.0874
O -2.78885 -6.38379 2.22991 -0.1968
C -2.78697 -7.49711 1.37226 -0.2222
C -4.18321 -8.11103 1.21778 -0.4159
C -5.16315 -7.23811 0.45825 -0.0624
N -4.78529 -8.39346 2.54061 0.0518
H -1.60563 -4.74430 2.75057 0.0766
H -1.36418 -5.43867 1.17718 0.0696
H -0.71979 -6.29100 2.61138 0.0861
H -2.40066 -7.25373 0.36688 0.1236
H -2.11937 -8.26690 1.78890 0.1243
H -3.99174 -9.06281 0.71314 0.1355
H -4.87453 -7.09632 -0.58386 0.0709
H -5.21232 -6.25760 0.94027 0.0624
H -6.15168 -7.68590 0.52992 0.0783
H -4.66246 -7.52567 3.06183 0.0203
H -4.23104 -9.06707 3.06297 0.0737
C 2.20305 -0.31855 7.46328 -0.1104
O 2.21465 0.47418 6.29122 -0.1903
C 0.97798 1.11050 6.09424 -0.2417
C 1.03326 1.93412 4.82472 -0.3955
C -0.32416 2.56661 4.55550 -0.0625
N 1.38552 1.07417 3.66497 0.0591
H 2.02524 0.28936 8.35859 0.0894
H 3.18450 -0.77642 7.56536 0.0895
H 1.42255 -1.08679 7.40850 0.0812
H 0.16447 0.36996 6.11351 0.1213
H 0.72683 1.79644 6.92388 0.1325
H 1.84851 2.65561 4.87486 0.1407
H -1.13007 1.85134 4.74853 0.0806
H -0.40773 2.97217 3.55153 0.0635
H -0.53416 3.36593 5.27621 0.0816
H 2.37242 0.85149 3.77754 0.0556
H 0.96858 0.14201 3.75409 0.0423
C -2.81965 2.58829 -3.92528 -0.1087
O -2.28390 1.40174 -4.48532 -0.1914
C -1.06275 1.03255 -3.86202 -0.2132
C -0.78870 -0.43501 -4.11383 -0.4327
C 0.41854 -0.88248 -3.31167 -0.0510
N -0.54067 -0.69922 -5.53287 0.0463
H -2.99565 2.41734 -2.86011 0.0673
H -3.78987 2.74476 -4.40110 0.0912
H -2.20232 3.46307 -4.14268 0.0924
H -0.23001 1.62060 -4.27868 0.1237
H -1.10472 1.24609 -2.78585 0.0981
H -1.61586 -1.04996 -3.74309 0.1198
H 1.36404 -0.40477 -3.59978 0.0693
H 0.58501 -1.95438 -3.42728 0.0813
H 0.30281 -0.65088 -2.24681 0.0608
H 0.35155 -0.23564 -5.76681 0.0232
H -1.21136 -0.14060 -6.05924 0.0657
C 5.09661 6.30382 1.54829 -0.1217
O 4.41418 6.16983 0.32771 -0.1989
C 3.07302 6.62478 0.36861 -0.2148
C 2.53618 6.67298 -1.05581 -0.4454
C 3.09157 7.84286 -1.84672 -0.0639
N 1.05749 6.69136 -1.09952 0.0473
H 4.61373 5.73423 2.35541 0.0863
H 5.20859 7.34552 1.86390 0.0886
H 6.08190 5.86008 1.40667 0.0875
H 2.50277 5.85178 0.90869 0.1241
H 2.91331 7.59802 0.84998 0.1300
H 2.85793 5.75864 -1.56334 0.1238
H 3.05510 8.77189 -1.27451 0.0784
H 2.59049 7.93539 -2.80835 0.0750
H 4.14111 7.66162 -2.09765 0.0769
H 0.72040 7.34721 -0.39553 0.0726
H 0.73394 5.78929 -0.75474 0.0482
C -2.93584 -4.13628 -1.04455 -0.0905
O -3.59107 -3.05454 -0.40059 -0.1993
C -4.69212 -2.62093 -1.18241 -0.2075
C -4.27762 -1.55100 -2.18198 -0.4236
C -3.42587 -0.46734 -1.54747 -0.0588
N -5.49992 -0.96191 -2.75906 0.0407
H -2.75729 -3.89587 -2.09740 0.0909
H -3.51499 -5.06117 -0.96462 0.0752
H -1.96098 -4.28384 -0.58051 0.0724
H -5.13286 -3.46582 -1.71653 0.1255
H -5.43226 -2.19084 -0.50134 0.1228
H -3.73262 -2.05448 -2.98404 0.1291
H -3.85213 -0.01266 -0.64217 0.0892
H -3.25188 0.39094 -2.19702 0.0556
H -2.46348 -0.87295 -1.22449 0.0546
H -5.27315 -0.40938 -3.58161 0.0708
H -5.81736 -0.23896 -2.11505 0.0697
C -5.44979 -2.08831 3.34135 -0.1277
O -6.01368 -3.16809 4.02415 -0.1821
C -6.35244 -4.23927 3.15563 -0.2027
C -6.49305 -5.52413 3.94393 -0.4439
C -7.65496 -5.50939 4.91925 -0.0631
N -5.28394 -6.02727 4.59880 0.0458
H -6.04989 -1.81027 2.46002 0.0851
H -4.45475 -2.32934 2.94867 0.0799
H -5.36841 -1.23262 4.00893 0.0847
H -7.33868 -4.01576 2.71819 0.1327
H -5.61847 -4.33363 2.34643 0.1126
H -6.77244 -6.27352 3.18654 0.1256
H -7.60044 -4.63243 5.57644 0.0787
H -7.72604 -6.38761 5.55548 0.0780
H -8.60080 -5.38913 4.38465 0.0789
H -4.45874 -5.82345 4.03658 0.0530
H -5.12914 -5.49822 5.45418 0.0788
C 4.31482 2.86247 0.95042 -0.1170
O 4.15314 1.52024 0.56989 -0.1800
C 4.61047 0.65646 1.58480 -0.2293
C 4.39756 -0.77449 1.15316 -0.2027
N 5.30415 -1.23995 0.09099 -0.0546
C 6.64024 -1.55157 0.57785 -0.2189
C 7.64813 -1.44641 -0.54175 -0.2314
O 7.75940 -0.08372 -0.92443 -0.1933
C 8.56467 0.04542 -2.07509 -0.1163
H 5.37968 3.10105 1.08786 0.0943
H 3.74823 3.09845 1.85895 0.0911
H 4.00153 3.52376 0.14578 0.0696
H 4.11810 0.87180 2.54103 0.1067
H 5.68400 0.84061 1.75960 0.1226
H 3.37532 -0.89020 0.77865 0.1076
H 4.47203 -1.41231 2.04054 0.1237
H 5.39498 -0.43424 -0.52689 0.0996
H 6.64151 -2.57743 0.95742 0.1139
H 7.00412 -0.88418 1.37485 0.1185
H 7.29102 -2.03229 -1.40193 0.1300
H 8.61232 -1.86321 -0.22943 0.1249
H 9.48418 -0.54207 -1.97721 0.0887
H 8.89479 1.08553 -2.10407 0.0915
H 8.03822 -0.20234 -2.99907 0.0736
C 1.37046 2.93435 -1.99843 -0.1279
O 0.27551 2.58648 -1.22564 -0.1944
C 0.51123 1.69023 -0.15875 -0.1981
C -0.84514 1.28337 0.36640 -0.1885
N -0.80342 0.32429 1.46135 -0.0401
C -0.41558 -1.03493 1.12640 -0.1937
C -0.55592 -1.93277 2.33593 -0.2236
O 0.43026 -1.59466 3.27372 -0.2249
C 0.36444 -2.24271 4.52338 -0.0863
H 2.11654 3.49267 -1.41462 0.0715
H 1.18824 3.63191 -2.82994 0.0927
H 1.81744 2.09645 -2.55596 0.0786
H 1.21468 2.09713 0.58001 0.1244
H 1.04995 0.81394 -0.56182 0.1130
H -1.41131 0.82108 -0.44077 0.0920
H -1.34599 2.18132 0.73813 0.0992
H -0.09547 0.64867 2.12338 0.0716
H 0.57208 -1.16363 0.65655 0.1148
H -1.11460 -1.41972 0.37134 0.1076
H -0.44368 -2.95027 1.93179 0.0945
H -1.57952 -1.85164 2.71192 0.1260
H 0.56069 -3.31933 4.49676 0.0871
H -0.61565 -2.06879 4.98753 0.0988
H 1.12054 -1.77204 5.15548 0.0746
C 5.52859 0.89834 -3.90418 -0.1188
O 4.21843 0.84886 -4.40419 -0.1879
C 4.04216 1.71032 -5.51100 -0.2282
C 2.56417 1.80492 -5.85340 -0.1910
N 1.97134 0.59897 -6.45375 -0.0609
C 2.37538 0.39314 -7.84875 -0.1857
C 1.92546 1.51775 -8.77088 -0.2142
O 2.17449 1.02826 -10.08860 -0.1997
C 1.78158 1.92176 -11.08492 -0.1365
H 5.70296 0.03946 -3.25929 0.0772
H 5.73921 1.81154 -3.33256 0.0976
H 6.25300 0.87225 -4.73109 0.0897
H 4.61219 1.30130 -6.35945 0.1195
H 4.43349 2.71435 -5.29996 0.1286
H 2.41700 2.74245 -6.39287 0.1169
H 2.05398 1.98460 -4.89839 0.0927
H 2.50708 -0.10804 -5.94331 0.1111
H 1.97853 -0.53368 -8.25701 0.1282
H 3.46835 0.36680 -7.96913 0.1130
H 2.51345 2.43299 -8.65781 0.1185
H 0.84236 1.68102 -8.69648 0.1315
H 1.88938 1.46021 -12.06392 0.0864
H 2.27539 2.90025 -11.06019 0.0867
H 0.69740 2.12915 -10.99999 0.0889
N -3.49717 1.74496 2.24946 0.1766
C -3.58485 3.07351 2.55198 -0.6649
N -4.83971 3.52230 2.90392 0.1526
O -2.65334 3.84310 2.38662 0.0063
H -2.64031 1.40843 1.83151 0.0461
H -4.32938 1.18326 2.22146 0.0888
H -4.89861 4.48527 3.16861 0.0866
H -5.64352 2.92417 2.90858 0.0906
```